33
Properties=species:S:1:pos:R:3:forces:R:3 method="wB97M-V/def2-TZVPD" homo_ev="-7.0537 / -7.6521" max_force_ev_per_a=0.7 spin_multiplicity=4 charge=0 total_energy_ha=-2386.5672 homo_lumo_gap_ev="6.150 / 5.163"
Au -1.60090 -0.32923 -1.23974 -0.591 -0.203 -0.397
O 2.94667 -0.26470 2.44426 0.035 -0.096 -0.096
C 3.22778 -1.32267 1.63315 0.024 0.223 0.208
C 4.28468 -2.17732 1.93252 -0.024 -0.048 -0.060
C 4.59087 -3.23105 1.09076 0.020 0.000 0.006
C 3.85338 -3.44323 -0.06919 -0.036 0.079 0.050
C 2.81160 -2.58533 -0.36457 -0.031 -0.046 -0.033
C 2.47257 -1.52233 0.47781 -0.124 0.034 -0.097
C 1.30868 -0.69627 0.05572 0.430 -0.225 0.238
O 0.91582 -0.72298 -1.09762 0.048 0.215 -0.040
N 0.63363 0.00978 1.07255 -0.191 -0.312 -0.027
N -0.30454 0.73530 0.58632 0.207 0.116 0.051
C -0.71476 1.88487 0.93434 -0.101 0.183 -0.146
C -1.82574 2.50653 0.17988 0.433 -0.259 0.116
C -2.46247 3.63613 0.65782 -0.069 0.127 0.047
C -3.45219 4.21303 -0.12077 -0.051 0.132 0.117
C -3.76090 3.65109 -1.34409 -0.027 -0.043 -0.122
C -3.07834 2.51451 -1.74791 0.140 -0.126 0.095
N -2.12229 1.95573 -1.00550 -0.073 -0.029 0.079
H 3.55430 -0.28525 3.19085 -0.008 0.040 0.032
H 4.86730 -2.00091 2.83049 0.000 -0.022 -0.016
H 5.41528 -3.88688 1.34259 -0.026 0.007 -0.013
H 4.08539 -4.26850 -0.72851 -0.003 0.026 0.018
H 2.21183 -2.72603 -1.25416 0.016 -0.004 0.006
H -0.18265 2.42700 1.71230 -0.067 0.132 -0.054
H -2.19173 4.04727 1.62217 -0.006 -0.025 -0.036
H -3.97732 5.09286 0.22844 0.015 -0.016 -0.009
H -4.52140 4.07328 -1.98572 0.011 0.006 0.017
H -3.30188 2.02530 -2.68707 0.003 -0.024 0.036
S -4.35298 -3.08371 -3.90569 -0.006 -0.011 0.071
Sb -3.82766 -2.95122 -1.57685 -0.127 -0.212 -0.134
S -4.04199 -0.61621 -1.17124 -0.066 0.232 0.070
S -1.46005 -2.65885 -1.69335 0.244 0.148 0.026